49
Properties=species:S:1:pos:R:3 method="wB97M-V/def2-TZVPD" homo_energy_ha="-0.050 / -0.049" relative_energy_kcal_mol=0.00 lumo_ha="0.1172 / 0.1173" s_squared=0.7789 multiplicity=2 total_charge=-2
I 1.183 -2.311 -1.090
I -0.784 -4.574 -0.392
Mn 0.348 0.312 -0.537
Cl -0.366 0.386 -2.828
S -5.420 4.861 0.562
S 2.502 -0.216 -1.579
O 1.534 1.696 5.791
O 0.794 0.165 1.371
O 2.200 2.807 1.224
O 0.351 -0.438 4.143
O 2.652 3.707 3.958
N -0.076 2.271 -0.536
N -5.319 3.248 0.691
N -3.897 5.192 0.115
N -1.574 0.248 0.010
C -2.252 -0.844 0.332
C -3.534 1.570 0.411
C 5.431 0.484 1.120
C -1.847 3.874 -0.263
C 1.527 1.643 4.574
C 3.912 -0.424 -0.506
C 2.094 2.667 3.635
C 0.940 0.552 3.729
C -4.073 2.918 0.412
C 4.287 0.612 0.342
C 4.687 -1.580 -0.571
C -2.193 1.434 0.065
C 0.743 3.256 -0.875
C 6.205 -0.665 1.057
C -1.350 2.574 -0.252
C -3.597 -0.796 0.697
C -4.249 0.417 0.732
C 0.327 4.588 -0.917
C 1.851 2.189 2.257
C -3.247 4.044 0.079
C 1.180 0.918 2.331
C -0.972 4.907 -0.598
C 5.827 -1.699 0.209
H 6.413 -2.609 0.162
H -4.102 -1.717 0.949
H 1.043 5.352 -1.183
H 1.753 2.972 -1.119
H -1.715 -1.785 0.292
H -1.325 5.930 -0.605
H 4.388 -2.391 -1.222
H -5.293 0.493 1.010
H 3.651 1.484 0.449
H 5.692 1.286 1.799
H 7.087 -0.765 1.678

---

53
Properties=species:S:1:pos:R:3 method="wB97M-V/def2-TZVPD" homo_energy_ha="-0.039 / -0.039" relative_energy_kcal_mol=20.98 lumo_ha="0.1422 / 0.1422" s_squared=0.7612 multiplicity=2 total_charge=-2
Br 2.390 -2.006 3.291
Br 1.940 3.258 5.273
Cr -0.125 -0.061 -0.535
Cl 4.791 1.147 -2.700
Cl 0.538 -2.123 -1.705
S -2.273 -0.772 -0.310
S -3.022 1.115 2.448
S -0.763 0.598 -3.834
S 1.956 0.812 -1.348
F -2.446 -0.232 -5.687
F -2.384 -1.482 -3.925
F -3.405 0.426 -3.866
O 0.664 -0.791 1.009
O 0.251 -0.286 -4.342
O -0.919 0.607 -2.378
O -0.853 1.909 -4.421
N -0.148 1.641 0.659
C 1.009 0.059 1.933
C 1.554 1.994 3.902
C -2.586 -3.444 2.670
C 0.780 2.377 2.782
C -2.336 -0.216 -4.346
C -2.485 -1.408 1.338
C 3.931 -2.600 -3.699
C 1.756 -0.242 3.054
C -2.938 -1.300 3.693
C -0.604 3.815 1.466
C -1.641 2.974 -0.684
C -2.843 -2.672 3.800
C -2.409 -2.797 1.459
C -0.758 2.794 0.505
C -2.783 -0.604 2.469
C 3.939 -0.365 -2.834
C 4.556 -1.372 -3.553
C 2.677 -0.505 -2.221
C 0.167 3.628 2.574
C 2.034 0.723 4.035
C 2.693 -2.793 -3.115
C 0.560 1.405 1.793
C 2.099 -1.770 -2.401
H -3.153 -0.701 4.569
H -2.424 2.212 -0.638
H 2.170 -3.735 -3.212
H -1.088 2.828 -1.613
H -1.125 4.749 1.307
H -2.976 -3.143 4.769
H 0.284 4.411 3.311
H 2.618 0.443 4.900
H 4.403 -3.393 -4.264
H -2.190 -3.371 0.567
H -2.512 -4.523 2.731
H -2.096 3.963 -0.678
H 5.524 -1.179 -3.996

---

54
Properties=species:S:1:pos:R:3 method="wB97M-V/def2-TZVPD" homo_energy_ha="-0.305 / -0.312" lumo_ha="-0.0617 / -0.0081" s_squared=3.7872 multiplicity=4 total_charge=0
Cr -16.262 -1.938 -4.532
Cl -18.552 -1.475 -3.364
Cl -18.828 2.341 0.427
Cl -14.905 2.313 -3.036
F -12.972 -3.291 0.802
F -18.975 2.970 -5.444
F -14.658 2.908 -7.371
F -14.736 0.182 -7.547
F -10.729 -2.335 -3.200
F -10.767 -2.434 -0.465
F -16.942 4.315 -6.805
F -15.437 -3.542 -0.517
F -19.025 0.255 -5.491
F -13.090 -2.841 -4.613
O -15.694 -0.403 -3.637
N -15.486 -3.368 -3.307
N -16.705 -3.725 -5.597
N -16.805 -1.206 -6.345
C -13.073 -3.083 -0.502
C -16.836 2.072 -1.198
C -13.109 -2.794 -3.242
C -15.493 -3.978 -6.365
C -11.896 -2.589 -2.586
C -18.002 0.880 -6.110
C -15.879 0.857 -7.151
C -18.583 0.420 -1.539
C -16.109 1.464 -2.236
C -17.741 -2.068 -7.036
C -15.807 2.259 -7.121
C -15.947 -4.756 -3.451
C -16.548 0.248 -2.841
C -16.953 2.972 -6.689
C -16.849 0.132 -6.489
C -14.326 -3.134 -2.599
C -17.872 -3.466 -6.461
C -14.267 -3.281 -1.176
C -18.062 1.521 -0.823
C -18.027 2.293 -6.117
C -17.800 -0.215 -2.484
C -11.920 -2.628 -1.171
C -16.934 -4.841 -4.648
H -15.012 -3.061 -6.610
H -17.355 -2.099 -8.127
H -15.080 -5.403 -3.629
H -18.803 -3.481 -5.763
H -19.652 0.100 -1.405
H -15.820 -4.445 -7.319
H -17.913 -4.742 -4.189
H -18.769 -1.666 -7.024
H -16.872 -5.837 -5.138
H -18.038 -4.244 -7.243
H -16.491 2.988 -0.775
H -16.549 -5.129 -2.594
H -14.865 -4.748 -5.831